A molecular structure, C36H30CsN11S6, computed with ωB97M-V with the def2-TZVPD basis set.

Structure (ORCA input):
```
! RIJCOSX wB97M-V def2-TZVPD def2/J DEFGRID3
* xyz -2 1
Cs -1.74254 -0.59226 2.14980
S -0.92021 -5.52951 5.51223
S 1.56507 -5.52933 4.12834
S 1.27736 -7.27631 6.54006
S -3.17522 3.72144 4.01173
S 0.72608 -3.64784 1.97787
S -2.27831 -3.57852 3.72905
N 0.17198 2.36300 2.43041
N -3.48091 -3.31062 -2.18699
N -4.18790 1.82559 1.62353
N 1.00609 0.31398 -0.56486
N -3.03990 0.96381 -0.75632
N 0.88423 0.29940 3.97641
N -4.81341 1.98745 2.75019
N 4.36945 -0.96815 -4.23770
N 3.72899 1.08549 -4.81391
N -4.73393 1.83734 5.01755
N -2.67284 -2.29966 -0.41724
C -4.82842 1.96483 0.51065
C -3.08793 0.89291 -3.15061
C -3.74555 -2.48047 -1.13669
C 2.69951 0.16202 -2.78415
C -4.28203 1.60720 -3.15482
C 1.69513 -0.79105 -0.82844
C 0.67246 -6.17190 5.44862
C 6.50394 -0.75078 -7.25517
C 1.97166 1.32278 -2.50610
C -4.26873 2.43205 3.85972
C 5.99738 -1.37883 -6.12858
C -1.66859 -3.02434 -1.00713
C -4.85118 1.97202 -1.95385
C 2.54411 -0.91753 -1.91401
C 1.93944 3.74395 3.21745
C 1.12382 -0.73518 4.76686
C 1.50522 1.45595 4.20419
C 2.64114 0.51931 6.09523
C 2.00598 -0.68413 5.83976
C -0.86900 -4.46863 4.09049
C -5.08550 -1.87790 -0.89552
C -4.21050 1.62235 -0.74788
C 3.57938 0.11993 -3.93906
C -2.50864 0.61655 -1.91910
C 5.06957 -0.67231 -5.37856
C 5.16974 1.24189 -6.86255
C 0.49719 4.52633 1.48172
C 6.09375 0.53738 -7.61317
C -2.14875 -3.66448 -2.10900
C 2.38722 1.60633 5.27337
C -0.16653 3.30943 1.57114
C 1.19669 2.56277 3.25704
C 4.64729 0.62888 -5.72519
C 1.57646 4.73731 2.32321
C 0.32067 -4.48024 3.41034
C 1.14875 1.34429 -1.39643
H 2.13247 5.66639 2.28697
H 2.86085 2.55641 5.47890
H 0.17618 5.28361 0.77900
H -5.07408 -1.37122 0.06659
H -4.72272 2.43040 5.82805
H 6.51008 0.99402 -8.50264
H -1.01490 3.08286 0.93116
H 1.56007 -1.61142 -0.12777
H 4.42782 -1.81434 -3.70085
H 7.22979 -1.26642 -7.87049
H -5.54229 1.24481 4.90930
H 2.79322 3.89218 3.86350
H -2.62117 0.56446 -4.06988
H 0.59575 -1.65609 4.52729
H 3.32831 0.61462 6.92737
H 2.07216 2.17547 -3.16232
H -4.13750 -3.63023 -2.87306
H -4.75779 1.87562 -4.09160
H 6.31439 -2.37648 -5.85156
H -0.67937 -3.05252 -0.57744
H -5.32160 -1.14071 -1.66800
H -1.68879 -4.32325 -2.82483
H -1.56830 0.07494 -1.86152
H -5.86369 -2.64372 -0.88992
H 0.57039 2.22812 -1.14823
H -5.85379 2.34113 0.48220
H 2.18080 -1.55960 6.44928
H 4.84956 2.23816 -7.13701
H 3.06644 -1.85295 -2.07066
H -5.77148 2.54174 -1.91575
*
```

Calculated values
Energy relative to the best compared isomer or geometry (same formula, charge and spin): 255.0 kJ/mol
DFT total energy: -4401.5692 hartree
Orbital gap: 3.397 eV
E_LUMO: 0.11122 Eh